1.
{
  "formula": "CH4Cl2O",
  "method": "ωB97M-V/def2-TZVPD",
  "elements": ["Cl", "Cl", "C", "H", "H", "O", "H", "H"],
  "xyz": [[0.0000, 0.0000, 0.0000], [2.0408, 1.0451, 1.8241], [0.5257, 1.3353, 1.0118], [0.5148, 2.2606, 0.4042], [-0.2825, 1.4170, 1.7639], [2.7862, -0.3310, -0.6024], [3.2731, -0.4419, -1.4502], [1.8436, -0.4912, -0.8349]],
  "smiles": "ClCCl.O",
  "homo_ev": -10.671,
  "de_lowest_ev": 0.3195,
  "orbital_gap_ev": 11.52,
  "fmax_ha_per_bohr": 0.03210,
  "total_charge": 0,
  "e_tot_ha": -1036.10473
}

***

2.
{
  "formula": "CH4Cl2O2P",
  "method": "ωB97M-V/def2-TZVPD",
  "elements": ["C", "O", "O", "P", "Cl", "Cl", "H", "H", "H", "H"],
  "xyz": [[-1.4979, -0.9202, 0.2235], [2.0672, 0.2032, -0.6439], [-0.3885, -0.6152, 0.8943], [0.9206, 1.0760, -0.0194], [1.6179, 2.1441, 1.4633], [0.2827, 2.0031, -1.5640], [-2.2413, 0.0373, 0.1952], [-1.7830, -1.9512, 0.7330], [-1.3458, -1.3128, -0.9291], [2.3681, -0.6643, -0.3528]],
  "homo_ev": [-14.909, -14.676],
  "de_lowest_ev": 3.6469,
  "orbital_gap_ev": [7.69, 7.84],
  "fmax_ha_per_bohr": 0.08335,
  "total_charge": 1,
  "e_tot_ha": -1452.37298
}

***

3.
{
  "formula": "CH4Cl2P2",
  "method": "ωB97M-V/def2-TZVPD",
  "elements": ["C", "P", "P", "Cl", "Cl", "H", "H", "H", "H"],
  "xyz": [[2.0414, -0.2271, -0.4444], [-3.0922, 0.2776, 0.5798], [0.1933, -0.1711, -0.3591], [2.5656, -1.7659, 0.1793], [3.0184, 1.0948, 0.0299], [-2.6565, 0.1464, 2.0776], [-2.1486, 1.1367, 0.2554], [0.0545, 0.8727, -1.2542], [0.0241, -1.3640, -1.0642]],
  "homo_ev": [-8.884, -8.174],
  "de_lowest_ev": 4.5884,
  "orbital_gap_ev": [8.14, 6.72],
  "fmax_ha_per_bohr": 0.07001,
  "total_charge": 0,
  "e_tot_ha": -1643.42658
}

***

4.
{
  "formula": "CH4Cl2S",
  "method": "ωB97M-V/def2-TZVPD",
  "elements": ["C", "H", "H", "H", "H", "S", "Cl", "Cl"],
  "xyz": [[0.1720, -0.2588, 0.8973], [-0.3835, 0.0048, -2.4468], [0.1462, 0.9223, -0.8181], [0.4361, -0.9239, 0.0762], [0.4035, -0.7213, 1.8530], [-0.3380, -0.2847, -1.1398], [-1.5688, 0.0447, 0.8358], [1.1326, 1.2170, 0.7425]],
  "homo_ev": -8.073,
  "de_lowest_ev": 4.9512,
  "orbital_gap_ev": 8.72,
  "fmax_ha_per_bohr": 0.23659,
  "total_charge": 0,
  "e_tot_ha": -1358.87133
}